Entry from the OMol25 dataset: a 2-piece molecular cluster, C5H6NO6S overall (wB97M-V/def2-TZVPD).

Structure (XYZ):
```
19
Properties=species:S:1:pos:R:3
C -0.200 -0.657 0.056
C -2.715 -0.734 -0.127
C 2.189 0.140 -0.042
C 0.897 -0.147 -0.634
C 2.605 0.093 1.246
N 0.800 -0.012 -2.005
O -0.286 -0.968 1.363
O -2.743 -1.113 1.060
O -1.315 -0.716 -0.750
O -3.615 -0.631 -0.913
O -1.070 2.445 -0.802
O -0.969 2.239 1.608
S -1.292 1.570 0.351
H 2.902 0.121 -0.841
H 1.938 -0.313 2.068
H 3.599 0.105 1.561
H -1.402 -1.111 1.479
H 0.085 0.625 -2.200
H 0.591 -0.935 -2.476
```

Computed properties:
Maximum force   0.077 Eh/bohr
M   208.2 g/mol
Gap between HOMO and LUMO (spin up / spin down)   7.12 / 7.11 eV
Total charge   -1
HOMO energy (spin up / spin down)   -4.406 / -4.405 eV
E_tot   -1098.5434 hartree

natural (NBO) atomic charge list, values in e, 2 entries: 0.59 0.97

***

Entry from the OMol25 dataset: C5H6O as an isolated structure (wB97M-V/def2-TZVPD).

Structure (XYZ):
```
12
Properties=species:S:1:pos:R:3
C 1.401 -1.333 1.917
C 0.723 -0.718 0.779
C 0.214 -0.200 -0.191
C -0.035 0.296 -1.530
C -1.502 1.357 -1.471
O -0.156 1.712 -1.544
H 2.383 -0.863 2.044
H 0.845 -1.200 2.851
H 1.559 -2.404 1.755
H -1.394 0.177 -1.823
H -1.953 1.420 -0.482
H -2.085 1.755 -2.305
```

Computed properties:
Maximum force   0.010 Eh/bohr
M   82.1 g/mol
Gap between HOMO and LUMO   8.98 eV
HOMO energy   -8.317 eV
E_tot   -269.1312 hartree

natural (NBO) atomic charge list, values in e, 2 entries: -0.69 0.09

***

Entry from the OMol25 dataset: an isolated molecule of C5H6O (wB97M-V/def2-TZVPD).

Structure (XYZ):
```
12
Properties=species:S:1:pos:R:3
C -2.239 0.012 0.022
C -0.677 0.082 -0.097
C 0.233 1.118 0.040
C 1.568 0.608 0.059
C 1.367 -0.620 0.025
H -2.488 -0.850 -0.588
H -2.430 1.133 -0.412
H -2.676 -0.076 1.065
H 0.106 2.194 -0.208
H 2.533 1.129 -0.022
H 2.058 -1.332 -0.224
O 0.173 -1.175 0.012
```

Computed properties:
Structure (SMILES)   Cc1ccco1
Maximum force   0.147 Eh/bohr
M   82.1 g/mol
Gap between HOMO and LUMO   9.70 eV
HOMO energy   -8.653 eV
E_tot   -269.2661 hartree

natural (NBO) atomic charge list, values in e, 2 entries: -0.66 0.24